The following is a DFT calculation (the ωB97M-V functional and the def2-TZVPD basis) of a 2-piece molecular cluster, C4H12ClNSi overall.

2S+1 = 1
electronic energy = -26231.4469 eV
HOMO = -7.675 eV
E_LUMO = -1.156 eV

Each atom is followed by the atoms it is bonded to, with distances in Å.
Geometry (Å):
1 Cl -3.10 0.57 -0.47  no bonds
2 Si 0.20 -0.88 -0.25  N3 1.691, C5 1.858, C6 1.880
3 N 0.62 0.74 -0.02  Si2 1.691, C4 1.462, C7 1.456
4 C 0.08 1.89 -0.74  N3 1.462, H10 1.069, H15 1.057, H19 1.100
5 C -0.81 -1.35 -1.74  Si2 1.858, H14 1.085, H16 1.087, H18 1.042
6 C 0.23 -1.90 1.33  Si2 1.880, H8 1.130, H9 1.055, H12 1.116
7 C 1.19 1.19 1.24  N3 1.456, H11 1.107, H13 1.060, H17 1.162
8 H 1.16 -2.52 1.51  C6 1.130
9 H 0.22 -1.22 2.13  C6 1.055
10 H 0.17 2.72 -0.06  C4 1.069
11 H 1.86 0.42 1.68  C7 1.107
12 H -0.57 -2.68 1.38  C6 1.116
13 H 1.88 1.99 1.17  C7 1.060
14 H -1.14 -2.37 -1.92  C5 1.085
15 H -0.92 1.82 -1.08  C4 1.057
16 H -1.62 -0.62 -1.72  C5 1.087
17 H 0.27 1.51 1.89  C7 1.162
18 H -0.38 -1.11 -2.65  C5 1.042
19 H 0.67 1.79 -1.66  C4 1.100

Here are the Mulliken charges for atoms 1 to 4, given in e: number 1, Cl, carries -0.728; number 2, Si, carries 0.420; number 3, N, carries 0.258; number 4, C, carries -0.894